[1]
Computed, not measured: a molecular structure, C4H6O2 at a distorted geometry, with ωB97M-V/def2-TZVPD.

```
12
C4H6O2 | the OMol25 dataset | ωB97M-V/def2-TZVPD
O -1.187 2.877 -0.361
C -0.735 1.867 -0.053
C -0.155 0.014 -0.929
C 0.866 -0.389 -0.070
C -0.100 -1.474 0.372
O -1.117 -0.882 -0.486
H 0.235 1.351 1.237
H -0.203 0.401 -1.941
H 0.732 0.634 1.017
H 1.938 -0.422 -0.220
H -0.418 -1.496 1.418
H 0.144 -2.480 0.018
```

HOMO-LUMO gap, eV: 9.56
Total charge: 0

Löwdin atomic charge list, values in e, 8 entries:
1. O 0.11
2. C -0.06
3. C -0.27
4. C -0.18
5. C -0.15
6. O -0.07
7. H 0.09
8. H 0.13



[2]
Computed, not measured: 2 unconnected molecules or ions with the total composition C8H10N2O2 at a distorted geometry, with ωB97M-V/def2-TZVPD.

```
22
C8H10N2O2 | the OMol25 dataset | ωB97M-V/def2-TZVPD
H -1.084 -0.010 2.136
N -1.484 -0.578 1.373
C -0.634 -0.751 0.444
C -1.101 -1.489 -0.799
C 0.717 -0.135 0.383
C 0.806 1.246 0.645
C 1.907 2.048 0.285
C 3.105 1.413 -0.119
C 3.073 0.036 -0.293
C 1.871 -0.721 -0.131
H -1.930 -2.272 -0.478
H -0.235 -2.032 -1.306
H -1.454 -0.764 -1.406
H -0.117 1.840 0.944
H 1.986 3.171 0.356
H 3.942 1.901 -0.364
H 3.985 -0.545 -0.637
H 1.747 -1.691 -0.383
O -4.525 0.440 -1.396
N -3.639 0.354 -0.564
O -3.863 -0.607 0.359
H -3.073 -0.854 0.950
```

SMILES: [H]/N=C(/C)c1ccccc1.O=NO
HOMO-LUMO gap, eV: 9.94
Total charge: 0

Löwdin atomic charge list, values in e, 8 entries:
1. H 0.10
2. N 0.13
3. C -0.35
4. C -0.02
5. C -0.18
6. C -0.04
7. C -0.06
8. C -0.08



[3]
Computed, not measured: a molecular structure, C28H31ClN2O7PtSi at a distorted geometry, with ωB97M-V/def2-TZVPD.

```
71
C28H31ClN2O7PtSi | the OMol25 dataset | ωB97M-V/def2-TZVPD
Pt -0.699 0.033 -0.435
C -0.471 -0.024 -4.617
C -0.337 -0.458 -3.191
O -1.054 0.238 -2.372
C 0.460 -1.548 -2.869
C 0.599 -2.201 -1.633
C 1.332 -3.500 -1.543
N 0.045 -1.739 -0.526
N 0.301 -2.318 0.706
C 0.025 -1.506 1.674
O -0.377 -0.263 1.484
C 0.211 -1.918 3.080
C 0.051 -0.980 4.095
C 0.221 -1.360 5.417
C 0.542 -2.673 5.729
C 0.692 -3.612 4.715
C 0.527 -3.237 3.393
H -0.265 1.046 -4.681
H -1.505 -0.173 -4.934
H 0.194 -0.576 -5.275
H 0.968 -2.012 -3.701
H 1.813 -3.732 -2.489
H 0.634 -4.298 -1.286
H 2.070 -3.453 -0.742
H -0.217 0.036 3.840
H 0.095 -0.630 6.205
H 0.670 -2.968 6.762
H 0.935 -4.638 4.958
H 0.640 -3.959 2.595
O -3.163 0.609 2.024
Cl -3.251 0.591 0.614
O -4.534 0.932 0.134
O -2.241 1.530 0.024
O -2.822 -0.725 0.068
C 3.270 2.597 0.660
C 2.918 2.926 -0.800
C 3.685 1.953 -1.705
C 3.340 4.376 -1.078
Si 1.043 2.747 -0.981
O 0.829 1.160 -0.554
C 0.354 3.132 -2.688
C 1.123 3.419 -3.818
C 0.532 3.692 -5.047
C -0.850 3.686 -5.169
C -1.637 3.412 -4.057
C -1.040 3.144 -2.834
C 0.135 3.836 0.238
C -0.117 3.368 1.531
C -0.776 4.160 2.460
C -1.187 5.440 2.113
C -0.942 5.924 0.835
C -0.290 5.125 -0.094
H 4.356 2.660 0.795
H 2.950 1.590 0.933
H 2.806 3.300 1.354
H 4.759 2.044 -1.509
H 3.528 2.140 -2.767
H 3.394 0.920 -1.504
H 4.420 4.479 -0.928
H 2.842 5.071 -0.397
H 3.114 4.695 -2.098
H 2.202 3.437 -3.753
H 1.153 3.914 -5.906
H -1.313 3.900 -6.124
H -2.717 3.413 -4.139
H -1.676 2.944 -1.975
H 0.185 2.364 1.809
H -0.980 3.775 3.452
H -1.708 6.056 2.835
H -1.269 6.919 0.560
H -0.123 5.507 -1.096
```

HOMO-LUMO gap (spin up / spin down), eV: 7.06 / 7.06
Total charge: 0

Löwdin atomic charge list, values in e, 8 entries:
1. Pt 1.61
2. C 0.02
3. C -0.39
4. O -0.16
5. C 0.00
6. C -0.28
7. C -0.01
8. N -0.14



[4]
Computed, not measured: 2 unconnected molecules or ions with the total composition C3H9NO3 at a distorted geometry, with ωB97M-V/def2-TZVPD.

```
16
C3H9NO3 | the OMol25 dataset | ωB97M-V/def2-TZVPD
N -1.532 -0.762 -1.763
C -1.932 0.624 -1.783
O -0.929 1.302 -2.448
H -1.276 -1.068 -2.713
H -0.756 -0.995 -1.128
H -2.909 0.700 -2.284
H -2.065 0.988 -0.758
H -1.303 1.960 -3.061
O -0.111 -0.081 1.959
C 1.032 -0.299 1.677
O 1.814 -1.098 2.420
C 1.786 0.193 0.482
H 1.281 -1.362 3.187
H 2.799 0.467 0.766
H 1.287 1.053 0.037
H 1.878 -0.597 -0.266
```

⟨S²⟩: 0.76
HOMO-LUMO gap (spin up / spin down), eV: 10.26 / 4.27
Total charge: +1
Spin multiplicity: 2

Löwdin atomic charge list, values in e, 8 entries:
1. N 0.35
2. C -0.25
3. O 0.08
4. H 0.17
5. H 0.16
6. H 0.17
7. H 0.16
8. H 0.15



[5]
Computed, not measured: a molecular structure, C30H27N6O2OsSTe4 at a distorted geometry, with ωB97M-V/def2-TZVPD.

```
71
C30H27N6O2OsSTe4 | the OMol25 dataset | ωB97M-V/def2-TZVPD
Os 0.451 -0.091 0.027
Te 0.375 2.480 -0.060
Te -0.931 3.469 -2.245
Te -2.138 3.548 0.198
Te -2.100 -0.437 -0.216
C -0.082 1.794 5.358
C 0.704 0.651 5.455
C 0.925 -0.142 4.344
C 0.371 0.212 3.116
C -0.463 1.310 3.034
C -0.681 2.107 4.148
N 0.616 -0.594 1.951
N 1.028 -1.746 2.268
C 1.153 -2.595 1.200
C 1.508 -3.925 1.381
C 1.583 -4.744 0.278
C 1.313 -4.213 -0.982
C 0.952 -2.891 -1.080
N 0.865 -2.096 0.001
H -0.241 2.424 6.225
H 1.142 0.375 6.406
H 1.531 -1.035 4.407
H -1.003 1.483 2.126
H -1.337 2.966 4.068
H 1.687 -4.281 2.387
H 1.843 -5.789 0.389
H 1.350 -4.827 -1.871
H 0.678 -2.443 -2.024
C 4.902 -1.255 4.249
O 4.923 -0.541 3.013
C 4.984 -1.267 1.872
C 4.951 -2.650 1.797
C 5.043 -3.270 0.557
C 5.175 -2.522 -0.604
C 5.214 -1.140 -0.524
C 5.103 -0.521 0.705
N 5.231 0.888 0.873
C 4.911 1.873 0.093
C 4.087 1.905 -1.050
C 4.315 2.973 -1.960
C 3.666 3.048 -3.155
C 2.738 2.042 -3.488
C 2.407 1.058 -2.592
C 3.015 0.984 -1.311
O 2.578 0.184 -0.410
H 4.972 -0.508 5.031
H 5.748 -1.938 4.322
H 3.967 -1.808 4.356
H 4.851 -3.245 2.695
H 5.022 -4.352 0.504
H 5.269 -3.008 -1.567
H 5.355 -0.544 -1.419
H 5.668 1.140 1.753
H 5.388 2.809 0.376
H 5.064 3.717 -1.703
H 3.873 3.857 -3.844
H 2.281 2.042 -4.471
H 1.670 0.304 -2.836
C -7.084 -1.534 -0.087
C -6.071 -2.643 -0.088
C -6.430 -3.982 -0.110
C -5.408 -4.908 -0.049
N -4.124 -4.562 0.008
C -3.878 -3.253 -0.005
S -2.143 -2.852 0.040
N -4.786 -2.281 -0.044
H -8.102 -1.920 -0.107
H -6.929 -0.882 -0.948
H -6.948 -0.926 0.809
H -7.468 -4.283 -0.176
H -5.613 -5.975 -0.042
```

HOMO-LUMO gap (spin up / spin down), eV: 5.04 / 5.02
Total charge: +1

Löwdin atomic charge list, values in e, 8 entries:
1. Os 0.57
2. Te 0.33
3. Te 0.16
4. Te 0.17
5. Te 0.51
6. C -0.07
7. C -0.06
8. C -0.02



[6]
Computed, not measured: a molecular structure, C26H48BrClF2N2O4S at a distorted geometry, with ωB97M-V/def2-TZVPD.

```
85
C26H48BrClF2N2O4S | the OMol25 dataset | ωB97M-V/def2-TZVPD
C 3.719 -0.508 3.048
C 3.170 -1.557 2.485
C 2.048 -1.550 1.448
C 1.258 -0.216 1.559
C 0.604 0.105 2.926
C 0.712 1.664 3.160
C -0.523 2.359 2.561
C -0.443 2.609 1.027
C 0.836 3.359 0.595
C 0.619 3.887 -0.858
C -0.294 5.141 -0.900
C -1.708 4.888 -1.461
C -1.729 4.196 -2.856
C -2.412 2.811 -2.796
O 2.449 -1.597 0.059
C 3.772 -1.795 -0.238
C 3.810 -2.194 -1.757
F 3.270 -3.477 -1.777
C 3.032 -1.233 -2.669
C 1.588 -1.661 -2.999
S 4.826 -0.271 -0.167
O 4.074 0.893 0.152
O 5.542 -0.106 -1.381
F 5.937 -0.611 0.918
C 1.119 -2.818 1.754
Cl 2.126 -4.262 1.159
Br 0.974 -3.196 3.705
N -0.112 -2.880 1.079
C -0.161 -3.332 -0.297
C -1.280 -2.223 1.614
C -2.624 -2.972 1.307
N -3.306 -2.278 0.194
C -4.229 -1.233 0.644
C -4.320 -0.155 -0.476
C -3.902 -3.187 -0.757
C -3.550 -2.932 -2.226
O -4.605 -4.075 -0.416
H 4.283 -0.606 3.974
H 3.678 0.493 2.619
H 3.597 -2.529 2.738
H 1.888 0.631 1.283
H 0.500 -0.296 0.766
H 1.126 -0.335 3.775
H -0.468 -0.089 2.964
H 0.682 1.808 4.251
H 1.668 2.068 2.811
H -0.725 3.334 3.030
H -1.444 1.777 2.719
H -1.304 3.249 0.787
H -0.584 1.687 0.445
H 1.709 2.696 0.567
H 0.964 4.188 1.305
H 0.167 3.054 -1.412
H 1.614 4.125 -1.250
H 0.188 5.901 -1.531
H -0.401 5.570 0.106
H -2.352 4.327 -0.773
H -2.180 5.873 -1.597
H -2.313 4.820 -3.545
H -0.723 4.107 -3.284
H -2.690 2.461 -3.799
H -3.327 2.859 -2.195
H -1.720 2.077 -2.362
H 4.244 -2.652 0.260
H 4.841 -2.326 -2.093
H 3.006 -0.212 -2.274
H 3.575 -1.160 -3.621
H 0.936 -1.283 -2.201
H 1.447 -2.738 -3.112
H 1.213 -1.193 -3.918
H -0.258 -4.432 -0.319
H 0.701 -3.091 -0.919
H -1.044 -2.962 -0.830
H -1.408 -1.239 1.119
H -1.284 -2.021 2.685
H -2.444 -4.009 1.006
H -3.237 -2.959 2.220
H -5.252 -1.613 0.791
H -3.847 -0.696 1.517
H -4.774 -0.589 -1.378
H -3.309 0.142 -0.781
H -4.930 0.706 -0.183
H -3.141 -3.838 -2.684
H -4.397 -2.510 -2.775
H -2.758 -2.173 -2.265
```

HOMO-LUMO gap, eV: 9.21
Total charge: 0

Löwdin atomic charge list, values in e, 8 entries:
1. C 0.04
2. C -0.21
3. C -0.44
4. C -0.11
5. C -0.18
6. C -0.19
7. C -0.20
8. C -0.20



Which formula does entry 3 have? C28H31ClN2O7PtSi



Look up the total charge of the second one. 0



total charge of number 3 (C28H31ClN2O7PtSi)? 0



Which value of total charge does entry 4 give? +1